Entry 1:
{"formula": "C41H49CoN3O8", "method": "the ωB97M-V functional and the def2-TZVPD basis", "charge": -1, "spin_multiplicity": 3, "e_homo_ev": [-3.753, -3.953], "energy_ev": -101787.817, "homo_lumo_gap_ev": [5.39, 5.37], "elements": ["Co", "O", "O", "O", "O", "O", "O", "O", "O", "N", "N", "N", "C", "C", "C", "C", "C", "C", "C", "C", "C", "C", "C", "C", "C", "C", "C", "C", "C", "C", "C", "C", "C", "C", "C", "C", "C", "C", "C", "C", "C", "C", "C", "C", "C", "C", "C", "C", "C", "C", "C", "C", "C", "H", "H", "H", "H", "H", "H", "H", "H", "H", "H", "H", "H", "H", "H", "H", "H", "H", "H", "H", "H", "H", "H", "H", "H", "H", "H", "H", "H", "H", "H", "H", "H", "H", "H", "H", "H", "H", "H", "H", "H", "H", "H", "H", "H", "H", "H", "H", "H", "H"], "xyz": [[-0.003900, -0.540200, 0.074100], [-1.787000, -0.664400, -0.646100], [-7.115100, -4.907400, -1.978100], [-0.381200, -0.186900, 2.669200], [-7.158600, -5.435200, 0.132100], [-2.108200, 0.761800, 1.512900], [-1.848500, -1.435500, 1.459000], [1.739000, -0.711500, 0.352000], [0.112600, -2.466200, -0.387400], [0.320300, 1.300600, 0.310400], [-6.701600, -4.770300, -0.814000], [-0.711300, -3.421900, -0.615400], [-1.943600, 1.908500, 0.785900], [3.831900, 0.438900, 0.433300], [-5.321500, 2.436700, -0.448700], [-1.050800, -3.720500, -1.888900], [-2.266300, 5.730900, -2.516600], [-2.309000, -5.613700, -1.150500], [-2.409100, -1.355300, 0.202600], [6.131700, -0.632000, 0.210600], [4.620600, -0.856800, 0.320200], [5.776500, 4.001500, 1.599000], [-1.588200, 4.340000, -0.558200], [-2.834800, 3.926700, -0.111400], [3.607400, 5.184200, 1.764600], [-5.686900, -3.858200, -0.558000], [-5.065700, 3.397000, 1.865400], [-1.975300, -5.272300, 0.155600], [4.165800, -1.628500, -0.925900], [-1.837900, -4.807800, -2.177900], [-1.936000, 6.800500, -0.267400], [-1.443500, 5.703000, -1.222000], [2.288300, 2.798600, 0.732600], [-1.175900, -0.219100, 1.751600], [-4.515200, 2.373400, 0.862000], [-0.678500, 2.243500, 0.252100], [-0.530400, 3.461200, -0.417600], [4.328600, -1.691800, 1.574100], [-4.752100, 0.986300, 1.462800], [-5.202000, -3.704800, 0.759900], [-1.177000, -4.182300, 0.398300], [4.408100, 4.182700, 0.925100], [2.423700, 0.386200, 0.427200], [-3.057700, 2.712800, 0.534300], [3.672800, 2.855900, 0.765800], [0.012600, 6.005300, -1.580200], [-5.143700, -3.076800, -1.599200], [-3.561000, -2.128600, -0.038800], [1.646500, 1.579800, 0.486200], [-4.108900, -2.228800, -1.343200], [-4.162900, -2.864500, 1.014200], [4.412300, 1.682500, 0.569200], [4.626800, 4.763400, -0.479700], [0.092800, 6.998300, -2.018900], [0.643200, 5.970200, -0.695700], [6.369700, -0.043300, -0.673400], [-2.922900, -6.473800, -1.357000], [-6.127500, 3.222700, 2.032600], [0.384400, 5.286600, -2.304600], [-3.775500, -2.728200, 2.011700], [-5.432300, 3.457700, -0.803100], [-6.318100, 2.021600, -0.304400], [6.635400, -1.594200, 0.125400], [-1.385800, 6.761400, 0.670500], [-1.887400, 4.981600, -3.207200], [1.697500, 3.680800, 0.909200], [-4.938400, 4.416800, 1.512700], [4.702900, -1.183100, 2.461400], [5.161000, 4.047900, -1.100600], [5.206400, 5.683600, -0.429300], [-1.786700, 7.782300, -0.714100], [3.256200, -1.828000, 1.676600], [-4.214600, 0.862700, 2.397500], [-0.893000, -3.858800, 1.387700], [3.673000, 4.974500, -0.957100], [4.313200, -1.024600, -1.819700], [-3.673700, 4.578100, -0.293400], [-3.314500, 5.521100, -2.326100], [5.685600, 3.400900, 2.500600], [-4.547900, 3.291200, 2.815400], [-3.679300, -1.609200, -2.115700], [-2.086200, -5.021200, -3.205600], [4.802600, -2.670000, 1.502200], [4.210800, 6.067900, 1.969400], [6.521500, -0.125900, 1.090500], [5.485300, 1.747800, 0.558900], [-0.660800, -3.041500, -2.632000], [6.485900, 3.522800, 0.929800], [-5.678500, -4.271600, 1.546200], [-4.817100, 1.856800, -1.217700], [3.315000, 4.740500, 2.712800], [2.711700, 5.511400, 1.245000], [3.113100, -1.878600, -0.844600], [-5.816900, 0.867700, 1.666600], [0.421300, 3.659500, -0.875400], [4.737500, -2.549800, -1.027200], [-5.562200, -3.181600, -2.588200], [6.193300, 4.970000, 1.873300], [-2.198600, 6.707600, -2.993200], [-4.449300, 0.201200, 0.775600], [-2.341800, -5.852700, 0.986400], [-2.993300, 6.693200, -0.045600]], "atomic_forces_ev_per_a": [[0.36, 0.41, -1.26], [-0.46, 0.04, -0.01], [0.07, 0.06, 0.06], [-0.67, -0.38, -0.73], [0.02, 0.04, -0.10], [-0.16, 0.13, -0.04], [-0.26, -0.19, -0.55], [0.30, -1.46, 0.00], [1.21, 0.43, 0.29], [-1.23, -0.81, -0.36], [-0.53, -0.52, -0.12], [-0.76, -0.95, -0.39], [0.47, 0.58, -0.42], [-0.84, -0.36, -0.11], [0.07, 0.02, 0.15], [0.06, 0.23, -0.04], [0.09, 0.04, 0.15], [0.20, 0.30, 0.16], [-0.54, -0.22, -0.13], [-0.31, 0.02, 0.05], [0.06, -0.09, -0.01], [-0.16, 0.03, -0.09], [-0.11, -0.06, 0.03], [0.20, 0.04, 0.02], [0.08, -0.13, -0.12], [0.49, 0.43, 0.20], [0.06, -0.10, -0.15], [-0.14, -0.22, -0.43], [-0.03, -0.01, 0.11], [-0.16, -0.26, 0.20], [0.07, -0.13, -0.12], [0.07, 0.15, -0.13], [-0.43, -0.42, -0.06], [0.24, 0.81, 2.66], [-0.22, -0.06, 0.14], [-0.47, 0.06, -0.07], [-0.11, -0.22, 0.11], [0.00, 0.04, -0.12], [0.01, 0.09, 0.02], [-0.14, -0.16, 0.19], [0.13, 0.09, 0.18], [0.03, 0.11, -0.09], [0.75, 1.97, 0.17], [0.07, -0.13, 0.11], [0.57, -0.30, 0.10], [-0.21, -0.05, 0.05], [-0.07, -0.04, -0.16], [0.25, 0.15, 0.31], [1.73, -0.32, 0.15], [0.04, 0.07, -0.03], [-0.09, 0.03, -0.07], [-0.01, 0.69, 0.22], [0.04, 0.03, 0.20], [-0.02, 0.11, -0.05], [0.16, -0.01, 0.10], [0.10, 0.10, -0.08], [-0.12, -0.08, -0.02], [-0.14, -0.03, 0.02], [0.15, -0.08, -0.10], [-0.05, -0.10, 0.14], [0.01, 0.12, -0.11], [-0.10, -0.02, 0.07], [0.04, -0.10, -0.01], [0.05, 0.00, 0.11], [-0.01, -0.10, -0.13], [-0.09, 0.16, -0.05], [0.02, 0.14, -0.02], [0.04, 0.03, 0.10], [0.08, -0.07, -0.08], [0.09, 0.21, -0.04], [0.02, 0.13, -0.07], [-0.07, -0.07, 0.08], [-0.01, -0.09, 0.07], [0.11, 0.10, -0.06], [-0.14, 0.04, -0.07], [0.05, 0.06, -0.13], [-0.20, 0.06, 0.05], [-0.16, -0.05, 0.02], [0.02, -0.08, 0.11], [0.06, 0.06, 0.15], [0.01, -0.01, -0.17], [0.00, 0.05, -0.08], [0.11, -0.15, 0.01], [0.05, 0.10, -0.02], [0.10, 0.10, 0.10], [0.20, 0.01, 0.01], [0.07, 0.02, 0.09], [0.12, -0.12, -0.02], [0.04, 0.00, 0.01], [0.01, -0.08, -0.13], [-0.07, -0.03, 0.14], [-0.18, 0.05, -0.03], [-0.05, -0.04, -0.08], [-0.10, 0.02, -0.05], [0.20, 0.06, 0.04], [0.14, -0.14, -0.03], [-0.01, 0.03, -0.05], [0.03, 0.12, -0.02], [0.03, 0.14, -0.07], [-0.02, -0.08, 0.01], [0.00, 0.00, 0.11], [-0.16, -0.04, 0.07]]}

Entry 2:
{"formula": "C30H48BeBrN3P2Se", "method": "the ωB97M-V functional and the def2-TZVPD basis", "charge": 2, "e_homo_ev": -11.962, "energy_ev": -190709.419, "homo_lumo_gap_ev": 4.65, "de_lowest_kj_mol": 17.5, "elements": ["Br", "Se", "P", "P", "N", "N", "N", "C", "C", "C", "C", "C", "C", "C", "C", "C", "C", "C", "C", "C", "C", "C", "C", "C", "C", "C", "C", "C", "C", "C", "C", "C", "C", "C", "C", "C", "C", "Be", "H", "H", "H", "H", "H", "H", "H", "H", "H", "H", "H", "H", "H", "H", "H", "H", "H", "H", "H", "H", "H", "H", "H", "H", "H", "H", "H", "H", "H", "H", "H", "H", "H", "H", "H", "H", "H", "H", "H", "H", "H", "H", "H", "H", "H", "H", "H", "H"], "xyz": [[2.030475, 1.347374, -0.593174], [-1.675370, 0.382445, 1.667150], [4.920071, -0.671863, -0.854885], [-0.757513, -1.609495, -1.090188], [0.484706, 0.250590, 3.621114], [-1.237976, -0.955918, 4.205258], [-6.870750, 5.006465, -6.251291], [-4.953072, 3.749032, -4.579480], [-6.609870, 5.499379, -5.032027], [-6.186701, 3.938747, -6.677405], [-0.553941, 2.293210, -1.120826], [-0.334837, -0.980533, 5.244630], [-0.761766, -0.149050, 3.186785], [4.081257, -1.111161, -2.417020], [-1.916587, 1.862903, -3.125088], [0.542910, 1.686693, -1.725988], [4.595990, -1.904173, 1.663289], [4.872773, 1.154783, -0.768160], [6.092041, 1.914950, -1.235943], [0.724309, -0.254183, 4.876384], [-0.598325, -2.792772, 0.322111], [-2.424772, -1.838828, -1.844992], [-2.454944, -1.748024, 4.197370], [4.926824, -2.108694, -3.216177], [-0.799809, 1.278769, -3.710203], [0.369727, 1.080004, -2.966758], [0.351558, -2.455098, -2.294062], [-3.566100, -1.682241, -0.844188], [1.465387, 0.944221, 2.811531], [0.030302, -2.338744, -3.778271], [3.844386, -1.440743, 0.413681], [-1.244249, -4.178388, 0.236726], [-3.117484, 2.143081, -3.907669], [-3.961973, 3.172301, -3.656767], [-1.755280, 2.488461, -1.819455], [-5.679780, 4.895704, -4.167017], [-5.231066, 3.271329, -5.886037], [-1.799619, 0.776144, -1.356358], [1.995386, 1.644204, 3.464705], [-3.232957, -1.288091, 0.127568], [-2.449440, -2.810665, -2.358349], [-0.741550, -4.806564, 0.993787], [1.236691, 0.601953, -3.436124], [-2.544548, 3.087232, -1.403121], [0.111217, -1.307058, -4.138521], [-0.951141, -2.216693, 1.189379], [-6.420721, 3.586267, -7.687426], [0.963197, 1.469105, 1.991188], [-7.175355, 6.389795, -4.718961], [5.982268, -1.812714, -3.243583], [6.207714, 1.815727, -2.317985], [3.071025, -0.705052, 0.663469], [3.109640, -1.552832, -2.158842], [4.848290, -1.065026, 2.320677], [-0.978276, -2.700781, -4.004997], [3.360903, -2.306015, -0.068606], [4.066206, 1.441050, -1.472901], [0.488306, -2.876854, 0.451244], [-3.200767, 1.536992, -4.817562], [-2.197741, -2.810480, 4.267893], [0.397872, -3.514754, -2.008109], [-4.720962, 2.399162, -6.300439], [-5.529352, 5.343353, -3.180815], [-4.318319, -0.974660, -1.219646], [2.191974, 0.219668, 2.413588], [-3.893591, 3.717624, -2.707499], [-1.095156, -4.652789, -0.751062], [-3.065401, -1.475885, 5.059559], [0.736284, -2.953294, -4.356185], [-4.083140, -2.636536, -0.666530], [1.347277, -2.035970, -2.107192], [-0.535637, -1.523574, 6.164622], [3.978566, -2.600032, 2.244223], [-2.551129, -1.073203, -2.638105], [-0.449429, 2.733196, -0.136389], [4.564085, -2.169236, -4.246822], [6.991196, 1.562211, -0.727548], [-2.319930, -4.132665, 0.487514], [4.873653, -3.111878, -2.780387], [5.941303, 2.976776, -1.014367], [1.663476, -0.027492, 5.378331], [5.529827, -2.425334, 1.412784], [-0.854437, 0.973039, -4.742831], [-2.997347, -1.542382, 3.280413], [3.910720, -0.188852, -2.990684], [4.611518, 1.446631, 0.262943]], "atomic_forces_ev_per_a": [[-1.83, 0.30, -1.04], [-0.44, 0.47, 0.01], [2.25, -0.98, -0.01], [-1.08, 0.32, -0.94], [-1.51, -0.45, -0.79], [0.41, 0.90, -1.10], [0.31, 0.17, 0.28], [-1.00, 0.39, -0.50], [0.28, -0.70, -0.05], [0.33, -0.20, 0.72], [0.24, 1.59, 0.25], [-0.37, -0.53, 0.38], [0.99, -0.72, 1.65], [-0.19, 0.10, -0.12], [-1.07, 2.09, 0.76], [-0.37, -1.25, 1.43], [-0.01, -0.10, 0.19], [-1.14, 0.31, -0.55], [0.44, -0.08, 0.20], [1.13, 0.50, 0.12], [0.04, 1.05, 0.53], [-0.04, -0.66, -0.39], [-0.15, -0.03, 0.19], [-0.11, -0.02, -0.31], [0.72, -0.77, 0.72], [0.86, 0.78, -1.09], [0.45, 0.37, -0.14], [-0.58, 0.16, 0.39], [0.28, 0.18, 0.20], [-0.07, -0.07, -0.25], [-0.35, 0.36, 0.19], [-0.05, 0.01, -0.05], [-0.35, -0.03, -0.46], [0.12, -0.09, -0.33], [0.11, -0.77, -0.95], [0.07, -0.07, -0.22], [-0.10, 0.31, 0.20], [2.01, -2.63, 1.11], [-0.08, 0.02, -0.28], [-0.08, -0.23, -0.17], [-0.26, 0.23, 0.08], [-0.34, 0.15, -0.39], [-0.39, -0.01, 0.20], [-0.20, 0.05, 0.22], [-0.02, -0.24, 0.01], [0.04, -0.39, -0.06], [0.12, 0.10, 0.40], [0.13, -0.17, 0.42], [0.31, -0.50, -0.19], [-0.28, -0.02, 0.03], [0.19, -0.06, 0.13], [-0.25, -0.44, 0.26], [0.14, 0.19, -0.29], [0.05, -0.08, -0.14], [0.21, 0.06, -0.03], [0.11, 0.30, 0.05], [0.91, 0.15, 0.69], [-0.07, 0.02, -0.08], [-0.06, 0.46, 0.20], [-0.06, 0.21, -0.10], [-0.12, 0.24, 0.06], [-0.14, 0.28, 0.14], [0.05, -0.23, -0.28], [0.00, -0.26, 0.06], [-0.26, 0.22, 0.04], [0.10, -0.09, -0.42], [-0.18, 0.15, 0.49], [-0.03, -0.01, -0.13], [-0.21, 0.24, 0.16], [0.18, 0.37, -0.01], [-0.12, -0.22, 0.01], [0.08, 0.17, -0.37], [0.08, 0.14, -0.04], [0.28, -0.40, -0.01], [-0.07, -0.13, -0.01], [0.06, -0.11, 0.07], [0.07, 0.14, -0.18], [0.52, -0.10, -0.28], [0.06, 0.17, -0.01], [0.17, -0.13, -0.07], [-0.45, -0.17, -0.07], [-0.27, 0.19, -0.03], [-0.01, -0.32, -0.08], [-0.05, -0.02, 0.00], [-0.01, -0.16, -0.02], [-0.06, 0.05, -0.23]]}

Entry 3:
{"formula": "C10H8F3NO", "method": "the ωB97M-V functional and the def2-TZVPD basis", "e_homo_ev": -8.159, "energy_ev": -22187.244, "homo_lumo_gap_ev": 8.42, "de_lowest_kj_mol": 251.0, "elements": ["F", "F", "F", "O", "N", "C", "C", "C", "C", "C", "C", "C", "C", "C", "C", "H", "H", "H", "H", "H", "H", "H", "H"], "xyz": [[3.428003, 1.038131, 0.204192], [3.609900, -1.161442, 0.314472], [2.200616, -0.073330, 1.642168], [2.175451, -0.345913, -1.883093], [0.711430, -1.351583, -0.312560], [0.283085, 1.251365, -0.185668], [-1.674082, -1.896952, 0.075368], [-3.119214, -0.002071, 0.613482], [2.700235, -0.131712, 0.405161], [0.492992, 2.543878, -0.186522], [-0.616131, -1.057730, -0.012711], [1.630570, -0.314798, -0.629369], [-2.026211, 0.886784, 0.473071], [-0.777207, 0.362377, 0.139639], [-2.933727, -1.367905, 0.389261], [-2.247678, 1.961253, 0.704525], [1.156402, -2.185177, -0.631411], [-3.634648, -2.170590, 0.430233], [-4.091478, 0.470990, 0.898885], [2.912135, 0.179098, -2.034400], [-1.466000, -2.909009, -0.006892], [0.004446, 3.305468, 0.383853], [1.281113, 2.968873, -0.791691]], "atomic_forces_ev_per_a": [[-0.73, -1.36, 0.03], [-0.62, 0.77, 0.43], [0.45, -0.25, -0.42], [-2.89, -2.56, -0.20], [1.85, 0.54, -0.75], [2.57, -3.17, -0.60], [-0.44, 1.51, 0.64], [-0.34, 0.63, 0.12], [1.07, 0.76, 0.47], [1.09, 0.29, -0.51], [1.64, 2.93, -0.49], [-2.54, 3.94, 0.73], [-1.29, -0.78, 0.48], [-1.56, 0.15, 0.64], [0.97, -0.09, -0.14], [0.70, -1.07, -0.57], [-1.01, -1.23, -0.08], [-1.23, 0.26, 0.29], [0.82, -0.91, -0.32], [2.16, 1.73, 0.14], [-0.18, -1.91, -0.26], [-1.01, 0.03, 0.18], [0.52, -0.19, 0.17]]}